Entry from the Open Molecules 2025 dataset: a cluster of 2 separate species, C2H11N2S in total in a non-equilibrium geometry (ωB97M-V/def2-TZVPD).

LUMO	-3.46	eV
ΔE to the lowest compared entry with this formula, charge and spin	2.7	kJ/mol
2S+1	1
charge	+1
calculated total energy	-590.2379	Eh

Last column: Löwdin charge in e.
CARTESIAN COORDINATES (ANGSTROEM)
N (-1.275, 0.124, 0.687)  0.157
C (-1.393, -0.657, -0.598)  -0.150
C (-0.048, -1.302, -0.936)  -0.281
N (-0.258, -2.141, -2.140)  0.005
H (-1.140, -0.523, 1.492)  0.182
H (-0.476, 0.735, 0.671)  -0.002
H (-2.116, 0.670, 0.875)  0.171
H (-2.198, -1.438, -0.459)  0.152
H (-1.712, 0.054, -1.355)  0.133
H (0.692, -0.482, -1.112)  0.120
H (0.321, -1.835, -0.076)  0.105
H (0.668, -2.453, -2.482)  0.092
H (-0.739, -3.009, -1.831)  0.093
S (1.430, 1.877, 1.413)  0.597
H (2.042, 1.231, 0.417)  -0.187
H (1.145, 2.892, 0.623)  -0.187

Entry from the Open Molecules 2025 dataset: a cluster of 2 separate species, C2H11N2Si in total in a non-equilibrium geometry (ωB97M-V/def2-TZVPD).

LUMO	-3.28	eV
ΔE to the lowest compared entry with this formula, charge and spin	54.2	kJ/mol
2S+1	1
charge	+1
calculated total energy	-481.5088	Eh

Last column: Löwdin charge in e.
CARTESIAN COORDINATES (ANGSTROEM)
C (-2.986, -0.375, -0.050)  -0.020
C (-1.478, -0.492, 0.137)  -0.183
N (1.714, 1.087, 0.106)  -0.088
N (-0.735, 0.469, -0.160)  0.064
Si (2.723, -0.516, -0.096)  0.738
H (-3.497, -1.112, 0.553)  0.077
H (-3.103, -1.023, -1.011)  0.139
H (-3.269, 0.613, 0.023)  0.055
H (-0.920, -1.408, 0.248)  0.121
H (2.033, 1.976, -0.266)  0.095
H (0.606, 0.932, -0.170)  0.018
H (1.526, 1.146, 1.115)  0.088
H (-1.124, 1.386, -0.297)  0.098
H (4.209, -0.546, 0.238)  -0.050
H (2.274, -1.087, -1.375)  -0.063
H (2.027, -1.051, 1.004)  -0.088